[1]
# H24O11S

A cluster of 12 separate species, H24O11S in total at a distorted geometry (ωB97M-V with the def2-TZVPD basis set, the OMol25 dataset).

```
36
Properties=species:S:1:pos:R:3:forces:R:3
S -1.222531 3.124561 2.341498 -1.1044 -0.5231 0.0370
H -2.138124 2.538720 1.482388 0.6733 0.4174 0.2935
H -0.168753 2.819358 1.601422 0.4644 -0.2047 -0.7304
H -3.179930 0.341623 -1.250777 -0.4291 -3.5928 -0.1998
H -2.750117 -0.956273 -1.907433 1.0887 -0.8049 -1.7378
O -3.293386 -0.734976 -1.187758 -0.9333 3.9260 1.6190
H 2.966053 -0.359314 -1.973776 0.2187 -0.1190 -0.0827
H 2.309341 0.573814 -1.005529 0.4046 -0.2588 -0.0428
O 2.519375 -0.369753 -1.122711 0.1487 0.1668 0.5882
H -0.554792 -1.546528 2.831450 0.1401 0.0152 0.7157
H -1.591053 -1.434951 3.943556 -1.2615 1.8240 1.6702
O -1.173584 -2.042954 3.401269 1.4055 -1.8363 -2.1118
H 0.832540 0.307274 3.096018 0.0224 -0.0715 0.1233
H 1.861442 -0.472361 2.134182 -2.9911 0.2588 0.7101
O 0.802039 -0.215396 2.288500 3.2547 -0.3617 -0.4069
H -1.772470 1.642034 -1.107987 2.9837 0.6872 5.7028
H -1.364585 1.396284 -2.495135 0.4287 -0.3483 -0.1070
O -2.104884 1.563150 -1.908000 -3.9126 0.3872 -5.3261
H -0.478689 -1.511444 -0.735866 -1.5612 -0.0307 1.6307
H 0.935444 -2.033338 -0.825829 0.0526 0.0486 -0.0817
O 0.174846 -1.761520 -1.346926 1.2572 -0.5687 -1.5987
H 0.099550 0.324690 0.543145 5.3288 -3.1433 2.4409
H -1.353125 0.069725 0.351440 0.5826 -0.2430 0.4682
O -0.625014 0.732688 0.278224 -5.7628 4.6531 -2.2356
H 3.217549 -1.256644 0.790279 -0.1586 0.0198 1.6852
H 4.050837 -1.631200 2.081285 -1.5006 0.5942 -0.1804
O 3.147282 -1.313793 1.800557 1.7069 -0.4377 -1.9570
H 2.264592 2.935201 -1.783523 -0.7097 2.0131 1.1064
H 1.528674 1.631974 -2.317347 -2.0416 -0.1319 -0.2403
O 2.309952 2.144216 -2.247762 2.5871 -1.4815 -1.0261
H 0.277984 -0.127198 -2.111298 0.8863 -4.6426 4.2930
H 0.247772 0.044232 -3.526788 -0.3234 1.4816 1.4150
O 0.116371 0.550274 -2.655570 -0.0904 2.9072 -6.3211
H -2.538267 -1.531040 0.259670 1.4839 0.1538 0.5740
H -1.703038 -1.980625 1.527815 -0.2467 -1.1805 1.8751
O -1.649300 -1.460508 0.757317 -2.0918 0.4271 -2.5618
```
Forces are in eV/Å.

molar mass	232.248	g/mol
lowest unoccupied orbital energy (spin up / spin down)	-0.15260 / -0.36086	Eh
total charge	+1
HOMO energy (spin up / spin down)	-0.515 / -0.513	Eh
2S+1	2
energy	-1239.8042	Ha

These are the Mulliken partial charges, in e, on atoms 1 to 8: number 1, S, carries 0.1921; number 2, H, carries 0.3194; number 3, H, carries 0.2984; number 4, H, carries 0.4578; number 5, H, carries 0.3087; number 6, O, carries -0.7929; number 7, H, carries 0.3009; number 8, H, carries 0.3313

---

[2]
# H24O12

A cluster of 12 separate species, H24O12 in total at a distorted geometry (ωB97M-V with the def2-TZVPD basis set, the OMol25 dataset).

```
36
Properties=species:S:1:pos:R:3:forces:R:3
O -1.728083 -2.985708 -1.472796 2.2490 -1.0976 0.2145
H -0.803921 -3.419255 -1.262294 -2.6759 1.1123 -0.3450
H -2.158022 -2.887100 -0.607532 0.2423 -0.0131 0.1663
O -0.355189 0.494056 -3.609660 -0.1392 0.0487 2.7278
H -1.036637 0.337056 -4.213743 -1.2736 -0.3482 -2.4171
H -0.950628 0.363334 -2.822095 1.4426 0.2586 -0.2639
O 1.573875 -2.876350 -2.321832 6.2043 1.6638 -2.0436
H 2.230586 -2.014725 -2.295865 -2.3658 -3.2339 -0.2823
H 0.876244 -2.546511 -1.868774 -3.8305 1.7271 2.2825
O 0.115420 -0.604956 0.606208 -2.7259 0.1074 -0.2185
H -0.708924 -0.944529 1.089728 1.5557 0.1343 -0.6158
H -0.343856 0.240342 0.330241 1.1669 -0.8756 0.0650
O 2.657461 -0.420466 0.796106 2.1119 -1.0044 0.9848
H 2.379256 -1.010631 0.130691 -1.9873 -1.0889 -1.4953
H 3.579293 -0.757008 0.765237 -0.1901 0.5032 1.0257
O 3.771311 1.593972 0.025158 1.1549 0.0771 -0.7963
H 4.055242 0.645109 -0.183437 -1.4549 2.7459 -0.1732
H 3.005825 1.932284 -0.502157 0.9478 -1.2871 0.4780
O -1.974752 -0.217190 2.192822 1.0124 3.2385 2.0847
H -2.128330 -1.086247 2.494449 -0.5693 -1.9958 0.7150
H -1.571039 0.263023 3.034915 -0.9909 -1.2937 -2.5614
O 0.910933 1.436067 1.808986 -1.2423 1.6352 0.2637
H 1.042717 0.498605 1.786665 0.3439 -0.8772 -0.2331
H 1.671698 1.859452 2.169891 0.9724 0.1519 0.2840
O -4.272944 -0.425107 -1.818547 1.0763 0.9048 -1.3158
H -4.906197 -0.783090 -1.235601 -0.9674 -0.8106 1.1089
H -3.651503 -1.129474 -2.035366 0.0086 -0.1388 0.2126
O -2.137630 2.790556 1.362376 16.2423 6.6431 -2.0795
H -2.391441 3.485928 1.777557 -2.7759 6.7206 4.1078
H -2.683005 2.246650 1.273105 -13.4137 -13.3430 -2.0585
O 1.569909 -2.848381 2.066377 1.6705 1.3318 1.8575
H 1.143897 -2.717313 1.266601 -2.2556 -0.9491 -2.9851
H 1.861531 -1.906806 2.003220 0.4996 -0.4827 1.2429
O 0.477179 4.442632 -0.669791 -2.5642 -4.4489 2.4915
H 0.059818 3.780020 0.148074 1.7844 2.7694 -3.5460
H 0.819907 5.171761 -0.208916 0.7368 1.5149 1.1170
```
Forces are in eV/Å.

molar mass	216.180	g/mol
lowest unoccupied orbital energy (spin up / spin down)	0.09781 / 0.09151	Eh
energy relative to the best compared isomer or geometry (same formula, charge and spin)	6.235	eV
total charge	-1
HOMO energy (spin up / spin down)	-0.003 / -0.288	Eh
2S+1	2
energy	-917.0645	Ha

These are the Mulliken partial charges, in e, on atoms 1 to 8: number 1, O, carries -0.8420; number 2, H, carries 0.2218; number 3, H, carries 0.3956; number 4, O, carries -0.6835; number 5, H, carries 0.3308; number 6, H, carries 0.3153; number 7, O, carries -0.6084; number 8, H, carries 0.3594

---

[3]
# H24O12

A cluster of 12 separate species, H24O12 in total at a distorted geometry (ωB97M-V with the def2-TZVPD basis set, the OMol25 dataset).

```
36
Properties=species:S:1:pos:R:3:forces:R:3
O 0.030590 0.824060 -0.074303 -0.5237 -0.2203 -0.6487
H -0.311004 0.023586 -0.488481 0.0697 -0.2281 0.2885
H 0.890827 0.953986 -0.489156 -0.0146 0.1171 0.5695
O 0.675901 2.927296 -1.584574 0.2688 0.1317 -0.5077
H -0.092819 2.345913 -1.577223 -0.0974 0.0849 0.3210
H 1.325087 2.451008 -2.114382 -0.0363 0.2550 -0.0496
O 3.888496 -1.871277 0.306210 4.7110 -4.0003 -0.9767
H 3.274033 -1.750633 -0.426505 0.9301 -0.6219 0.5413
H 4.608204 -1.260388 0.111724 0.0897 -0.2323 0.1940
O 0.266595 -2.488879 1.182733 0.0077 -0.2756 0.0623
H 0.715516 -3.139307 0.631004 -0.0247 0.0011 0.0930
H -0.460623 -2.980718 1.580525 0.0067 0.0802 -0.0396
O -0.281628 -0.643533 3.470262 -0.1082 -0.1338 -0.0727
H -1.108372 -1.062108 3.205159 0.0474 0.1377 0.1248
H 0.371308 -1.008021 2.862139 0.0730 0.0105 -0.0146
O -4.685441 -0.341663 -2.561879 0.1130 -0.0917 0.1610
H -3.975701 -0.700433 -2.017322 -0.0759 0.1442 -0.0306
H -5.102012 0.319909 -1.998159 -0.0064 -0.0047 -0.0772
O 2.385666 -0.616341 0.383283 -4.3467 4.0961 -0.0561
H 1.613121 -1.170120 0.542947 -0.3831 0.3197 0.1863
H 2.311363 -0.372523 -0.546245 -0.4913 0.2622 0.1848
O -2.403830 3.911770 1.225608 -0.4078 0.8955 -0.1873
H -1.616041 4.315292 0.844099 0.0529 -0.2000 0.0540
H -2.870130 4.649202 1.635178 0.0209 -0.0086 -0.0550
O 4.477034 2.126494 -1.330569 -0.1943 -0.2100 -0.1797
H 3.982790 2.286345 -2.142456 0.1427 0.1230 0.0450
H 4.412420 1.173667 -1.200433 0.0979 0.1056 0.1164
O 0.493004 -1.763364 -1.587105 0.0398 0.0620 -0.4180
H 0.146554 -1.230187 -2.311456 0.0280 -0.0618 -0.0855
H 0.602890 -2.639827 -1.972758 -0.0562 -0.0237 0.0152
O -1.800466 1.612005 1.796931 -0.2381 -0.9112 0.2394
H -1.254110 0.822242 1.714708 0.2345 0.1289 0.1542
H -2.585901 1.409030 1.276468 0.0878 0.3214 0.0496
O -2.820468 -3.327446 -0.655448 -0.0926 0.1766 -0.0206
H -3.671186 -3.353353 -0.203123 0.0398 -0.0680 -0.0117
H -3.009847 -2.875540 -1.485451 0.0360 -0.1615 0.0310
```
Forces are in eV/Å.

molar mass	216.180	g/mol
lowest unoccupied orbital energy	-0.02782	Eh
energy relative to the best compared isomer or geometry (same formula, charge and spin)	5.752	eV
HOMO energy	-0.322	Eh
SMILES	O.O.O.O.O.O.O.O.O.O.O.O
energy	-917.1140	Ha

These are the Mulliken partial charges, in e, on atoms 1 to 8: number 1, O, carries -0.5072; number 2, H, carries 0.3214; number 3, H, carries 0.2118; number 4, O, carries -0.6209; number 5, H, carries 0.3709; number 6, H, carries 0.2483; number 7, O, carries -0.5651; number 8, H, carries 0.3528

---

What is the molar mass in the second record?
216.180 g/mol